{
  "formula": "C5H4O2",
  "method": "ωB97M-V with the def2-TZVPD basis set",
  "elements": ["C", "C", "C", "C", "C", "H", "H", "H", "H", "O", "O"],
  "xyz": [[0.60605, 1.85392, 0.43217], [0.30448, 0.61761, -0.09714], [-1.67180, -0.42147, -0.20608], [1.29329, -0.43591, -0.13863], [2.21173, -1.22115, -0.06939], [1.50921, 2.17970, 0.86486], [-0.22274, 2.52991, 0.39830], [-2.65320, -0.51827, -0.80080], [3.11922, -1.73830, -0.12621], [-0.83009, 0.37510, -0.85378], [-1.44678, -0.97648, 0.87106]],
  "forces_ev_per_angstrom": [[-2.6, -2.8, -1.7], [3.2, 2.0, 0.7], [-1.8, -2.2, 1.8], [0.7, -0.4, 0.4], [-1.3, 1.5, -0.3], [0.9, -0.3, 0.4], [-0.2, 0.6, 0.0], [1.4, 0.0, 0.8], [0.5, -0.7, 0.1], [-0.2, 0.7, 0.6], [-0.6, 1.5, -2.7]],
  "smiles": "C#CC(=C)OC=O",
  "largest_force_ev_per_a": 4.2,
  "e_homo_ha": -0.3489,
  "e_lumo_ev": 0.5292,
  "homo_lumo_gap_ev": 10.022
}

=====

{
  "formula": "C6H14O",
  "method": "ωB97M-V with the def2-TZVPD basis set",
  "elements": ["C", "C", "C", "C", "C", "O", "C", "H", "H", "H", "H", "H", "H", "H", "H", "H", "H", "H", "H", "H", "H"],
  "xyz": [[-3.33344, 0.13527, -0.49655], [-2.22872, -0.35630, 0.43652], [-0.83276, -0.16183, -0.15374], [0.29001, -0.62463, 0.78845], [1.65395, -0.49664, 0.19862], [2.48152, 0.33274, 0.74127], [3.68818, 0.65411, 0.33303], [-4.32496, -0.00393, -0.05271], [-3.31509, -0.40579, -1.45016], [-3.21345, 1.20188, -0.71958], [-2.29239, 0.17484, 1.39626], [-2.38427, -1.42011, 0.66443], [-0.75963, -0.70797, -1.10510], [-0.67368, 0.89736, -0.39581], [0.10184, -1.67090, 1.07556], [0.26467, -0.03474, 1.71300], [2.03138, -1.15306, -0.58299], [1.88237, 1.01017, -1.59894], [4.18886, -0.01413, -0.36007], [4.22317, 1.30126, 1.01244], [2.55245, 1.34238, -1.44396]],
  "forces_ev_per_angstrom": [[0.0, 0.0, 0.0], [0.0, 0.0, 0.0], [0.0, 0.0, -0.1], [0.0, 0.0, 0.1], [-0.2, -0.4, -0.3], [-0.1, 0.3, 0.4], [0.4, -0.1, -0.1], [0.1, 0.0, -0.1], [0.0, 0.1, 0.1], [0.0, -0.1, 0.0], [0.0, -0.1, -0.1], [0.0, 0.1, 0.0], [0.0, 0.1, 0.1], [0.0, -0.1, 0.0], [0.0, 0.1, -0.1], [0.0, -0.1, -0.1], [0.0, 0.1, 0.1], [0.1, 0.1, 0.0], [-0.1, 0.1, 0.1], [-0.1, -0.1, -0.1], [-0.1, 0.0, -0.1]],
  "largest_force_ev_per_a": 0.5,
  "e_homo_ha": [-0.2677, -0.2597],
  "e_lumo_ev": [1.0469, 0.9481],
  "homo_lumo_gap_ev": [8.331, 8.015]
}

=====

{
  "formula": "H54O27",
  "method": "ωB97M-V with the def2-TZVPD basis set",
  "elements": ["O", "H", "H", "O", "H", "H", "O", "H", "H", "O", "H", "H", "O", "H", "H", "O", "H", "H", "O", "H", "H", "O", "H", "H", "O", "H", "H", "O", "H", "H", "O", "H", "H", "O", "H", "H", "O", "H", "H", "O", "H", "H", "O", "H", "H", "O", "H", "H", "O", "H", "H", "O", "H", "H", "O", "H", "H", "O", "H", "H", "O", "H", "H", "O", "H", "H", "O", "H", "H", "O", "H", "H", "O", "H", "H", "O", "H", "H", "O", "H", "H"],
  "xyz": [[1.03916, -1.29300, -3.68627], [0.46877, -2.05988, -3.63329], [1.53249, -1.30371, -2.86607], [-1.62840, -4.93643, -0.44972], [-0.88412, -4.48714, -0.04922], [-2.25361, -4.23832, -0.64460], [-2.63116, 0.31447, 2.38911], [-1.73701, 0.02352, 2.21002], [-2.55498, 1.26021, 2.51564], [2.01622, 4.38765, -0.93962], [1.08792, 4.54440, -0.76669], [2.10403, 4.48790, -1.88749], [3.25144, 0.60032, -1.98481], [4.18689, 0.75067, -2.12107], [3.21091, -0.19737, -1.45729], [-0.98350, 1.44720, -4.28113], [-1.47755, 1.98947, -3.66625], [-1.38445, 0.58071, -4.21273], [-2.55078, 2.74542, -2.58355], [-3.13113, 3.50646, -2.59998], [-3.08012, 2.04829, -2.19621], [3.30365, -0.99010, 2.52820], [3.69481, -0.12396, 2.64237], [3.03923, -1.01469, 1.60858], [-1.55792, 0.73522, 5.47979], [-1.41047, 0.83473, 4.53925], [-1.00495, 1.40528, 5.88161], [-0.33227, -1.68047, 4.04734], [0.40825, -2.25299, 4.24759], [-0.64513, -1.38485, 4.90231], [-0.61678, 4.23915, -1.19821], [-1.02632, 3.56711, -1.74308], [-1.06823, 5.04898, -1.43612], [0.00427, -2.02952, 1.18034], [0.30636, -2.93752, 1.20299], [-0.23877, -1.83481, 2.08547], [-2.47889, 4.90480, 1.22034], [-2.26746, 4.43857, 2.02914], [-1.89902, 4.52019, 0.56302], [-3.48632, -3.08284, -1.90106], [-4.09557, -3.23288, -1.17818], [-3.63552, -3.81694, -2.49695], [0.18093, 0.41048, -0.40326], [0.15825, 0.08534, -1.30326], [0.16607, -0.37911, 0.13762], [2.29970, 2.39940, -3.72084], [1.44784, 2.05530, -3.45221], [2.93382, 1.89492, -3.21130], [-3.47786, 0.17713, -1.42140], [-2.66346, 0.21171, -0.91961], [-3.72591, -0.74733, -1.41291], [1.69838, -1.12823, -6.23653], [1.63569, -1.08926, -5.28219], [0.79140, -1.20065, -6.53386], [-2.51470, -3.53572, 4.01853], [-2.90137, -3.67276, 3.15370], [-1.74431, -2.99210, 3.85355], [-4.63539, -1.57942, 2.36161], [-3.95129, -0.93403, 2.53965], [-5.45478, -1.10991, 2.51784], [1.04489, -4.59157, 1.02879], [0.68520, -5.29747, 1.56598], [1.71424, -5.01578, 0.49190], [2.72670, -1.97621, -0.42263], [2.01275, -2.04322, 0.21141], [3.04971, -2.87242, -0.51592], [0.10302, 1.29240, 2.98806], [0.66095, 1.28068, 3.76575], [0.65704, 1.66248, 2.30079], [1.57263, 2.56808, 0.99883], [1.39948, 3.42197, 0.60242], [1.25177, 1.93558, 0.35601], [4.82181, 2.80551, 0.31773], [3.91348, 2.92206, 0.03919], [5.31660, 3.43396, -0.20808], [4.20079, 1.52290, 2.66567], [4.51489, 2.15950, 3.30780], [4.15600, 2.01256, 1.84441], [-0.95335, -2.90559, -2.50422], [-1.86990, -2.81380, -2.24392], [-0.81565, -3.85064, -2.56859]],
  "forces_ev_per_angstrom": [[0.1, 0.3, 0.2], [-0.5, -0.2, 0.2], [0.3, 0.1, 0.2], [-0.1, -0.5, 0.0], [0.3, 0.2, 0.1], [-0.1, 0.2, 0.0], [-0.2, -0.1, 0.0], [0.5, 0.0, 0.0], [0.0, 0.2, 0.0], [1.0, 0.4, 0.4], [-0.5, 0.1, -0.5], [0.0, -0.2, -0.4], [0.1, 0.0, 0.1], [0.4, 0.0, 0.1], [-0.1, -0.4, 0.4], [0.7, -0.2, -0.3], [-0.3, 0.2, 0.0], [0.0, -0.3, 0.0], [0.0, 0.6, 0.3], [-0.2, 0.3, -0.2], [-0.3, -0.7, 0.3], [-0.5, -1.0, 0.1], [0.3, 0.7, 0.2], [0.1, 0.0, -0.2], [-0.1, -0.3, 0.3], [0.0, 0.0, -0.5], [0.1, 0.2, 0.2], [0.0, -0.3, -0.4], [0.5, -0.1, 0.0], [-0.4, 0.5, 0.4], [-0.1, 0.5, 0.6], [-0.3, -0.6, -0.3], [-0.1, 0.4, -0.1], [-0.1, 0.4, -0.6], [0.2, -0.5, -0.1], [0.0, 0.4, 0.7], [-0.3, 0.2, 0.0], [0.1, 0.0, 0.2], [0.4, -0.2, -0.3], [-0.4, 0.1, 0.2], [-0.4, 0.1, 0.4], [-0.2, -0.2, -0.4], [-0.1, 0.6, 0.0], [0.1, 0.0, -0.5], [0.0, -0.6, 0.4], [0.1, 0.9, -0.4], [-0.3, -0.3, -0.1], [-0.3, -0.2, 0.1], [0.0, 0.4, -0.2], [0.4, 0.0, 0.4], [-0.1, -0.2, -0.1], [0.3, -0.2, -1.0], [-0.1, 0.1, 0.6], [-0.1, 0.1, -0.1], [-0.1, -0.5, 0.1], [-0.3, 0.0, -0.2], [0.3, 0.4, 0.0], [-0.4, -0.7, -0.3], [0.5, 0.4, 0.1], [-0.2, 0.0, 0.0], [-0.1, 0.1, -0.1], [-0.2, -0.2, 0.3], [0.2, -0.1, -0.2], [0.1, 0.2, -0.4], [-0.6, 0.1, 0.3], [0.3, -0.1, -0.1], [-0.8, -0.3, 0.5], [0.3, -0.2, 0.1], [0.5, 0.7, -0.6], [0.2, -0.2, 0.9], [0.2, 0.0, -0.1], [-0.2, -0.5, -0.7], [0.2, -0.1, 0.0], [-0.7, 0.2, -0.3], [0.2, 0.2, 0.0], [-0.1, -0.1, 0.6], [0.1, 0.0, 0.2], [0.2, 0.2, -0.4], [1.0, 0.2, -0.5], [-0.3, 0.2, 0.2], [0.1, -0.3, 0.1]],
  "largest_force_ev_per_a": 1.1,
  "e_homo_ha": -0.3676,
  "e_lumo_ev": -0.5344,
  "homo_lumo_gap_ev": 9.467
}

=====

{
  "formula": "C45H52GaN3OSSi",
  "method": "ωB97M-V with the def2-TZVPD basis set",
  "elements": ["Ga", "C", "C", "C", "C", "C", "C", "C", "C", "C", "C", "C", "C", "N", "C", "C", "N", "C", "C", "C", "C", "C", "C", "C", "C", "C", "C", "C", "C", "C", "C", "C", "C", "C", "C", "C", "C", "C", "C", "H", "H", "H", "H", "H", "H", "H", "H", "H", "H", "H", "H", "H", "H", "H", "H", "H", "H", "H", "H", "H", "H", "H", "H", "H", "H", "H", "H", "H", "H", "H", "H", "H", "H", "H", "H", "H", "H", "H", "H", "C", "Si", "C", "C", "C", "C", "C", "C", "N", "C", "S", "H", "H", "H", "H", "H", "H", "H", "H", "H", "H", "H", "H", "O", "C"],
  "xyz": [[-0.79996, 0.02764, -1.14262], [-2.39969, 3.50378, 0.32363], [-2.67195, 2.70944, 1.60744], [-1.36063, 2.35303, 2.31403], [-3.67082, 1.58511, 1.30481], [-5.00260, 1.89387, 1.56974], [-6.02960, 1.03138, 1.23708], [-5.71826, -0.18196, 0.65209], [-4.40235, -0.57533, 0.40060], [-4.27516, -1.99739, -0.17538], [-3.69874, -2.08055, -1.59462], [-3.59637, -3.01507, 0.74253], [-3.36920, 0.33431, 0.72594], [-1.98114, 0.01726, 0.53216], [-1.38013, -0.71092, 1.47547], [-0.07563, -1.19767, 1.24208], [0.50652, -0.94733, 0.06993], [1.84384, -1.41263, -0.16013], [2.10882, -2.55854, -0.94308], [3.44186, -2.91223, -1.15129], [4.49124, -2.19992, -0.59971], [4.21326, -1.10494, 0.19770], [2.90589, -0.68358, 0.42484], [2.70534, 0.54182, 1.31421], [3.44979, 1.75621, 0.74474], [3.17744, 0.29509, 2.75472], [1.08731, -3.50367, -1.60327], [-0.10565, -3.94475, -0.74941], [0.59519, -2.97334, -2.95407], [0.34236, -1.99249, 2.42197], [1.45214, -2.70885, 2.78338], [1.48311, -3.31977, 4.06939], [0.44662, -3.21829, 4.95944], [-0.72405, -2.49438, 4.60393], [-1.89157, -2.31192, 5.39416], [-2.94752, -1.59625, 4.89523], [-2.93389, -1.01400, 3.59492], [-1.81914, -1.17440, 2.81475], [-0.73330, -1.91474, 3.34188], [-1.73527, 4.35115, 0.52571], [-3.33168, 3.88660, -0.09929], [-1.92739, 2.87466, -0.42351], [-3.20902, 3.37932, 2.27891], [-0.66191, 1.84636, 1.64619], [-1.52775, 1.72164, 3.18749], [-0.88123, 3.27675, 2.65071], [-5.23361, 2.84806, 2.03033], [-7.06121, 1.30388, 1.42749], [-6.52024, -0.86268, 0.39121], [-5.30571, -2.33435, -0.25816], [-2.60909, -2.07837, -1.58393], [-4.03832, -1.24695, -2.21032], [-4.02070, -3.00792, -2.07456], [-2.52375, -2.85668, 0.80277], [-3.76097, -4.02398, 0.35163], [-4.00307, -2.97224, 1.75380], [3.65409, -3.78609, -1.75865], [5.51673, -2.50019, -0.78596], [5.03122, -0.55297, 0.65115], [1.64584, 0.78278, 1.34408], [4.53457, 1.61688, 0.81007], [3.18879, 2.65762, 1.30741], [3.18675, 1.91892, -0.30119], [4.25099, 0.08511, 2.78204], [2.65646, -0.54242, 3.21757], [2.99536, 1.18619, 3.36291], [1.65632, -4.40928, -1.81335], [-0.83511, -3.14716, -0.64386], [0.20406, -4.26742, 0.24486], [-0.60891, -4.78707, -1.23708], [-0.04507, -2.10110, -2.81380], [0.01540, -3.73965, -3.48017], [1.43914, -2.68447, -3.58507], [2.30281, -2.82266, 2.12350], [2.36738, -3.88048, 4.35186], [0.51389, -3.69179, 5.93394], [-1.94432, -2.74233, 6.39009], [-3.83292, -1.46747, 5.50677], [-3.80158, -0.46468, 3.25015], [2.53201, 4.94670, -4.54108], [2.78963, 3.99025, -2.95884], [4.61575, 3.75499, -2.65084], [2.05843, 4.97954, -1.56510], [2.08769, 2.26017, -3.31134], [2.57897, 1.63733, -4.45421], [2.09067, 0.40983, -4.89515], [1.11227, -0.19707, -4.14288], [0.65905, 0.33057, -3.00337], [1.10179, 1.53692, -2.59298], [0.31050, 2.10123, -1.14041], [2.98851, 5.94213, -4.47597], [1.46271, 5.07860, -4.73930], [2.97086, 4.43301, -5.40335], [5.09516, 4.71284, -2.41588], [5.11814, 3.32958, -3.52617], [4.77713, 3.07755, -1.80600], [2.48864, 5.98868, -1.60272], [2.29549, 4.54035, -0.59016], [0.97140, 5.05608, -1.64035], [3.35314, 2.13151, -5.03913], [2.46274, -0.05734, -5.79849], [0.66425, -1.13719, -4.45039], [-2.49861, 1.06075, -3.53731], [-2.49067, 1.02349, -2.41152]],
  "forces_ev_per_angstrom": [[1.0, -0.2, 1.8], [-0.2, 0.1, 0.2], [0.1, -0.2, -0.2], [0.0, 0.0, -0.1], [0.1, 0.0, 0.0], [-0.1, 0.0, 0.0], [0.1, 0.0, 0.0], [0.0, 0.0, 0.0], [0.0, -0.1, 0.1], [0.3, 0.2, -0.1], [-0.1, 0.1, 0.1], [-0.1, 0.0, 0.0], [0.0, 0.0, -0.1], [-0.1, 0.3, -1.1], [0.7, -0.6, 0.6], [-0.6, -0.1, 0.7], [0.0, 0.2, -0.9], [-0.1, 0.0, -0.1], [-0.1, -0.1, 0.0], [0.0, 0.0, 0.0], [0.0, 0.0, 0.0], [0.0, 0.0, 0.0], [-0.1, 0.0, 0.0], [0.1, 0.0, -0.1], [0.0, 0.0, 0.0], [0.0, 0.0, 0.0], [-0.2, 0.3, 0.1], [0.1, 0.0, 0.0], [0.1, -0.3, 0.1], [0.0, -0.1, -0.2], [-0.1, -0.1, 0.0], [0.0, 0.0, 0.0], [0.0, 0.0, 0.1], [0.0, 0.1, -0.1], [0.0, 0.0, 0.1], [0.0, 0.0, -0.1], [0.0, 0.0, 0.0], [-0.1, 0.1, -0.2], [0.0, 0.0, 0.1], [0.0, -0.1, 0.0], [0.0, 0.0, 0.0], [0.0, 0.0, 0.0], [-0.1, 0.0, 0.1], [0.0, 0.0, 0.1], [0.0, 0.0, 0.0], [0.0, 0.0, 0.0], [0.0, 0.0, 0.0], [0.1, 0.0, 0.0], [0.0, 0.0, 0.0], [-0.2, 0.0, 0.0], [0.1, 0.0, 0.0], [-0.1, 0.0, 0.0], [0.0, 0.0, 0.0], [0.1, 0.0, 0.0], [0.0, 0.1, 0.0], [0.0, 0.0, 0.0], [0.0, 0.0, 0.0], [-0.1, 0.0, 0.0], [-0.1, 0.0, 0.0], [-0.1, 0.0, -0.1], [-0.1, 0.0, 0.0], [0.0, -0.1, 0.0], [0.0, 0.0, 0.0], [0.0, 0.0, 0.0], [0.0, 0.1, 0.0], [0.0, -0.1, 0.0], [0.1, -0.1, 0.0], [-0.1, 0.1, 0.1], [0.0, 0.0, 0.1], [0.1, 0.1, 0.0], [0.0, -0.1, 0.1], [0.0, 0.0, 0.1], [-0.1, -0.2, 0.1], [0.0, 0.0, 0.0], [0.0, 0.0, 0.0], [0.0, 0.0, -0.1], [0.0, 0.0, -0.1], [0.0, 0.0, 0.0], [0.0, 0.0, 0.0], [0.0, 0.1, -0.2], [0.1, -0.1, -0.1], [0.2, 0.0, 0.0], [-0.1, -0.1, 0.3], [-0.3, -0.2, 0.3], [0.0, 0.0, 0.0], [0.1, 0.1, 0.0], [-0.1, 0.0, -0.1], [-0.1, 0.2, 0.0], [0.2, 0.0, -0.2], [0.0, -0.1, -0.3], [-0.1, -0.1, 0.0], [0.1, 0.0, 0.0], [-0.1, 0.1, 0.1], [0.0, -0.1, 0.0], [0.0, 0.0, 0.1], [0.0, 0.1, -0.1], [-0.1, -0.1, 0.0], [-0.1, 0.1, -0.1], [0.1, 0.0, 0.0], [-0.1, -0.1, 0.1], [-0.1, 0.0, 0.1], [0.1, 0.4, 0.0], [-0.2, 0.2, -0.4], [-0.1, 0.0, -0.1]],
  "largest_force_ev_per_a": 2.1,
  "e_homo_ha": [-0.2170, -0.2170],
  "e_lumo_ev": [-0.9067, -0.9060],
  "homo_lumo_gap_ev": [4.999, 5.000]
}

=====

{
  "formula": "C4BInO8",
  "method": "ωB97M-V with the def2-TZVPD basis set",
  "elements": ["In", "O", "C", "O", "B", "O", "C", "O", "O", "C", "O", "C", "O", "O"],
  "xyz": [[19.05717, -15.58317, -14.72237], [20.13276, -14.07606, -20.27063], [18.93458, -14.28286, -20.07743], [17.93692, -14.08662, -20.94811], [16.69207, -14.62722, -20.41326], [17.04643, -14.80670, -19.00516], [18.29448, -14.68389, -18.72055], [18.80821, -14.96207, -17.64382], [16.15765, -15.79593, -21.09905], [14.90770, -15.54984, -21.55575], [14.17396, -16.27191, -22.13664], [14.58034, -14.08543, -21.20467], [15.58071, -13.63995, -20.52865], [13.56891, -13.34789, -21.42650]],
  "forces_ev_per_angstrom": [[0.1, 0.0, 0.1], [-4.2, -0.9, 0.8], [4.4, 2.1, -2.8], [0.9, -0.7, 0.3], [0.6, 0.9, 0.5], [-1.7, -0.5, 0.3], [0.6, -2.0, 3.8], [-0.7, 1.2, -2.9], [-1.8, 0.6, -0.5], [1.1, -4.6, -1.3], [0.7, 1.1, 0.7], [-4.7, 7.5, 0.7], [0.5, -0.3, -0.1], [4.3, -4.5, 0.4]],
  "largest_force_ev_per_a": 8.9,
  "e_homo_ha": -0.6679,
  "total_charge": 2,
  "e_lumo_ev": -15.3587,
  "homo_lumo_gap_ev": 2.816
}

=====

{
  "formula": "H4O2",
  "method": "ωB97M-V with the def2-TZVPD basis set",
  "elements": ["H", "H", "H", "H", "O", "O"],
  "xyz": [[-2.00973, 0.56019, 0.17611], [-0.71567, -0.31365, 0.15277], [1.46706, 0.75832, -0.19402], [1.78943, -0.59386, 0.29192], [-1.64367, -0.22877, -0.20768], [1.11257, -0.18222, -0.21909]],
  "forces_ev_per_angstrom": [[-0.2, 0.4, 0.3], [-1.3, 0.3, -0.7], [-1.0, -1.5, -0.4], [0.7, -1.1, 0.6], [1.2, -0.7, 0.3], [0.6, 2.5, -0.2]],
  "smiles": "O.O",
  "largest_force_ev_per_a": 2.6,
  "e_homo_ha": -0.3945,
  "e_lumo_ev": 0.5674,
  "homo_lumo_gap_ev": 11.301
}